C9H9N3O2 as an isolated structure in a non-equilibrium geometry, computed with the ωB97M-V functional and the def2-TZVPD basis.

## Properties
Orbital gap: 7.12 eV
Energy relative to the best compared isomer or geometry (same formula, charge and spin): 1152.7 kJ/mol
E_tot: -18033.80697 eV
Molar mass: 191.19 g/mol

Structure (ORCA input):
```
! wB97M-V def2-TZVPD RIJCOSX def2/J DEFGRID3
* xyz 0 1
C 0.61 -0.89 0.32
C 1.87 -1.11 -0.27
C 2.99 -0.50 0.28
C 2.77 0.29 1.43
C 1.46 0.46 1.92
C -0.90 0.63 0.61
C -1.36 -0.73 0.75
C -1.71 -1.36 -0.38
C -1.36 0.54 -1.85
H -0.28 -1.39 -0.12
H 1.88 -1.74 -1.12
H 3.97 -0.69 -0.06
H 3.70 0.70 1.87
H 1.31 0.96 2.86
H -0.82 2.13 -0.71
H -1.28 -1.32 1.64
H -2.01 -2.41 -0.42
H -1.98 -1.39 -2.44
N 0.39 -0.08 1.35
N -0.99 1.16 -0.70
N -1.75 -0.78 -1.63
O -0.43 1.33 1.50
O -1.36 1.06 -2.94
*
```

***

A 2-piece molecular cluster, C6H14O overall, computed with the ωB97M-V functional and the def2-TZVPD basis.

## Properties
Orbital gap: 9.58 eV
Energy relative to the best compared isomer or geometry (same formula, charge and spin): 103.7 kJ/mol
E_tot: -8495.81779 eV
Molar mass: 102.18 g/mol

Structure (ORCA input):
```
! wB97M-V def2-TZVPD RIJCOSX def2/J DEFGRID3
* xyz 0 1
C 1.43 -2.52 2.48
C 0.82 -1.15 2.49
C 0.91 -0.30 1.48
O 0.38 0.96 1.54
H 0.68 -3.30 2.63
H 1.94 -2.72 1.53
H 2.17 -2.63 3.28
H 0.28 -0.84 3.38
H 1.44 -0.56 0.57
H 0.38 1.34 0.66
C -0.17 2.08 -1.92
C -1.27 1.12 -2.35
C -1.50 0.01 -1.33
H -0.43 2.59 -0.99
H 0.01 2.86 -2.66
H 0.78 1.55 -1.77
H -1.00 0.68 -3.31
H -2.19 1.68 -2.51
H -2.32 -0.65 -1.62
H -0.61 -0.61 -1.21
H -1.75 0.42 -0.35
*
```

***

One molecule with the formula C5H6N2O in a non-equilibrium geometry, computed with the ωB97M-V functional and the def2-TZVPD basis.

## Properties
Orbital gap: 8.73 eV
Energy relative to the best compared isomer or geometry (same formula, charge and spin): 303.5 kJ/mol
E_tot: -10306.45759 eV
Molar mass: 110.12 g/mol

Structure (ORCA input):
```
! wB97M-V def2-TZVPD RIJCOSX def2/J DEFGRID3
* xyz 0 1
C -1.22 -0.76 0.77
C 1.02 -1.05 0.81
C 0.77 -0.25 -0.24
C 0.96 0.87 -1.27
C -0.60 1.27 -0.97
H -0.26 -1.87 2.48
H 1.96 -1.70 1.05
H 1.57 1.82 -1.10
H 1.32 0.50 -2.17
H -1.53 1.00 -1.70
H -0.81 2.17 -0.21
N -0.12 -1.34 1.52
N -0.58 0.19 0.04
O -2.48 -0.84 0.98
*
```

***

Question: What is the orbital gap in the second record?
Answer: 9.58 eV

***

Question: Which of these has the lowest molar mass?
Answer: C6H14O